# 1
# C27H23Co2O6Zr

A structure of composition C27H23Co2O6Zr at a distorted geometry (ωB97M-V/def2-TZVPD, the OMol25 dataset).

The geometry in XYZ format:
```
59
Properties=species:S:1:pos:R:3:forces:R:3
C 0.58909 0.84139 -1.33179 0.920 1.286 -2.116
Zr 1.39934 2.07377 -3.24897 -0.578 -0.712 1.504
C 2.27563 0.52001 -4.54777 0.356 -0.790 -0.676
C 2.29696 3.95272 -1.95015 1.071 -0.318 -0.362
C 2.98974 2.81573 -1.40563 0.421 0.501 -0.769
C 3.86479 2.30040 -2.42254 -0.641 0.802 0.054
C 3.70831 3.10643 -3.60060 -0.272 0.434 0.964
C 2.74291 4.12802 -3.31317 1.025 -0.217 0.866
C -0.99709 2.96821 -3.15320 0.263 0.156 -1.135
C -1.08340 1.80607 -3.99469 0.507 0.796 -0.355
C -0.27960 2.03874 -5.16232 -0.434 0.605 0.645
C 0.31609 3.34189 -5.04369 -1.012 -0.210 0.406
C -0.14145 3.92038 -3.80324 -1.036 -0.646 -0.598
H 0.13940 1.62377 -0.70587 0.080 -0.367 -0.026
H -0.16762 0.13038 -1.68621 0.209 0.205 0.257
H 1.38945 0.32847 -0.79386 -0.237 0.077 -0.064
H 2.68802 0.93813 -5.47826 -0.032 -0.052 0.061
H 3.10264 -0.01773 -4.05979 -0.130 0.143 -0.009
H 1.54001 -0.24030 -4.85093 0.069 0.137 0.078
H 1.64111 4.62568 -1.39642 0.087 -0.399 -0.290
H 2.92814 2.46428 -0.37479 -0.139 0.019 -0.508
H 4.57684 1.48299 -2.29664 -0.495 0.180 -0.137
H 4.28357 3.02044 -4.52414 -0.385 -0.130 0.327
H 2.50728 4.97348 -3.95921 -0.093 -0.465 0.171
H -1.55929 3.14125 -2.23397 0.412 -0.209 -0.263
H -1.71709 0.93576 -3.81573 0.471 0.258 0.059
H -0.19548 1.37457 -6.02381 0.135 0.199 0.469
H 0.90236 3.84912 -5.81120 -0.072 -0.270 0.395
H 0.01690 4.94933 -3.48125 0.146 -0.487 -0.005
O 1.43693 -4.33964 2.84188 -1.198 -0.186 -0.283
C 0.32642 -4.16816 2.55940 1.303 1.013 0.440
Co -1.32182 -3.85034 2.12144 -0.217 0.061 -0.483
C -1.13024 -4.50703 0.50468 0.510 -0.330 -1.504
O -0.89274 -4.99622 -0.51778 -0.269 0.277 0.871
C -2.15899 -5.05726 3.07514 -0.990 -1.107 1.229
O -2.61884 -5.92867 3.68457 0.430 0.633 -0.545
C -1.40311 -1.95329 2.83950 2.755 -0.523 -0.130
C -0.94198 -1.73500 4.20677 -0.116 0.717 0.607
C -1.35697 -2.56552 5.27151 0.396 0.283 -0.021
C -0.72724 -2.47721 6.51329 -0.173 0.186 -0.282
C 0.26340 -1.51260 6.73293 0.094 0.076 -0.117
C 0.59155 -0.60583 5.71786 -0.299 -0.105 0.060
C -0.03702 -0.68513 4.47495 -0.006 -0.579 0.195
C -1.29407 -1.11851 1.69956 3.212 0.813 1.091
C -0.47648 -0.34882 0.96673 -1.143 -0.502 0.924
Co -2.88825 -1.88542 1.86007 -4.727 -1.192 -1.581
C -4.04950 -2.78709 2.86889 -1.710 -0.623 1.304
O -4.87158 -3.30226 3.49853 1.340 0.613 -0.872
C -3.11953 -2.74122 0.28105 -1.039 0.105 -1.376
O -3.52278 -3.08204 -0.74972 0.836 0.186 1.317
C -3.86266 -0.43438 1.60125 -0.684 1.125 -0.135
O -4.51161 0.50711 1.42553 0.964 -1.239 0.227
H -2.15820 -3.29083 5.09970 0.442 0.157 0.024
H -1.01329 -3.17150 7.30553 0.084 0.242 -0.142
H 0.77226 -1.46159 7.69679 -0.121 -0.016 -0.239
H 1.34083 0.16969 5.88067 -0.174 -0.174 0.090
H 0.18482 0.03331 3.68260 0.038 -0.330 0.183
H -0.92557 0.27950 0.20770 0.323 -0.395 0.158
H 0.60867 -0.37745 1.11880 -0.473 0.289 0.048
```
Positions in Å, forces in eV/Å.

Its net charge is -1.

Formally, the Mulliken partial charges of the atoms, in units of the elementary charge, are as follows: -1.609 0.636 -1.316 -0.434 -0.659 -0.506 -0.501 -0.560 -0.406 -0.521 -0.647 -0.521 -0.548 0.567 0.593 0.437 0.373 0.353 0.407 0.428 0.500 0.469 0.426 0.535 0.457 0.479 0.503 0.423 0.533 -0.423 0.071 0.212 0.140 -0.436 0.075 -0.420 1.109 0.555 -0.250 -0.679 -0.422 -0.562 -0.494 0.382 -1.011 -0.037 0.384 -0.405 0.049 -0.384 0.026 -0.436 0.301 0.354 0.341 0.356 0.304 0.316 0.095

# 2
# C8H18OSi

A cluster of 2 separate species, C8H18OSi in total at a distorted geometry (ωB97M-V/def2-TZVPD, the OMol25 dataset).

The geometry in XYZ format:
```
28
Properties=species:S:1:pos:R:3:forces:R:3
C -0.73467 0.06724 2.58123 1.417 2.397 -0.825
C 0.09400 0.95384 1.52460 1.250 -4.257 -0.136
C -3.56141 0.06695 -1.42634 -0.475 2.886 -0.531
C 0.51092 -1.85471 -1.09434 0.236 0.535 -2.241
C 1.92368 -2.39500 0.92176 -2.571 2.434 0.430
C 1.81364 2.75147 -0.71652 -0.057 -0.222 1.172
C -3.03884 1.22304 -1.87359 -4.321 1.074 1.338
C 1.62768 -1.37478 -0.22486 4.044 0.103 -0.590
O 2.13336 1.39381 -0.51782 1.262 0.167 -0.755
Si 1.33372 0.36966 0.38225 -2.571 -0.194 2.474
H -1.41063 0.76023 3.11820 0.482 -0.509 -0.023
H -0.13609 -0.53844 3.25764 0.005 0.159 0.100
H -0.02094 1.93796 1.76401 0.055 2.756 0.187
H -4.58159 0.08389 -1.06329 -0.145 -0.424 -0.476
H -2.99452 -0.79473 -1.34065 1.049 -1.559 0.407
H -1.32471 -0.52885 1.97718 -1.467 -1.651 -0.790
H 0.77476 -2.68306 -1.80565 -0.026 0.759 0.641
H -0.21998 -2.21497 -0.45149 -1.777 -0.771 1.049
H 0.05721 -1.01111 -1.67262 0.321 -0.788 0.180
H 2.67312 -2.07178 1.64306 0.577 -0.364 -0.543
H 2.02908 -3.33630 0.41396 0.124 -0.742 0.655
H 0.97406 -2.22674 1.53752 0.945 -1.417 -0.544
H 2.71440 3.33500 -0.54497 -0.022 0.197 -0.269
H 1.04518 3.06235 0.01529 0.179 0.099 -0.590
H 1.47815 2.74895 -1.72582 -0.414 0.963 -0.799
H -3.75363 2.16838 -1.93214 1.602 -2.081 0.085
H -2.03709 1.45160 -1.87093 2.314 0.094 -0.795
H 2.63114 -1.34390 -0.87570 -2.019 0.357 1.189
```
Positions in Å, forces in eV/Å.

Its SMILES is C/C=[Si](/OC)C(C)C.C=C.

Formally, the Mulliken partial charges of the atoms, in units of the elementary charge, are as follows: -1.141 -0.404 -0.475 -1.318 -1.275 -0.595 -0.421 0.429 -0.291 0.169 0.323 0.288 0.437 0.220 0.258 0.310 0.373 0.365 0.322 0.362 0.397 0.269 0.234 0.270 0.240 0.168 0.250 0.237

# 3
# C4H6O2

A cluster of 2 separate species, C4H6O2 in total at a distorted geometry (ωB97M-V/def2-TZVPD, the OMol25 dataset).

The geometry in XYZ format:
```
12
Properties=species:S:1:pos:R:3:forces:R:3
C -1.13484 0.25442 2.45321 0.098 0.947 -0.385
C -1.30522 1.45835 2.37286 0.712 0.636 0.224
C 0.34171 -0.57369 -0.67127 -2.229 1.583 0.155
C 1.05790 -0.67384 -1.95843 0.658 0.042 -2.576
H -0.86705 -0.80631 2.35581 -0.518 0.994 0.259
H -1.25350 2.60482 2.32670 -0.412 -2.622 0.129
H -0.54051 0.60641 0.49553 0.977 0.658 -1.506
H 1.35711 -1.72517 -2.03994 0.011 0.308 -0.339
H 0.47832 -0.35135 -2.95356 0.706 -0.771 2.588
H 1.96219 -0.03209 -2.01258 -0.500 -0.371 0.381
O -0.10377 -1.48354 -0.00658 0.854 0.006 -0.286
O 0.00766 0.72198 -0.36177 -0.356 -1.410 1.356
```
Positions in Å, forces in eV/Å.

Its SMILES is CC(=O)O.C#C.

Formally, the Mulliken partial charges of the atoms, in units of the elementary charge, are as follows: -0.193 -0.466 0.855 -1.035 0.389 0.313 0.204 0.309 0.244 0.300 -0.531 -0.388

# 4
# H3O3Sn

A structure of composition H3O3Sn at a distorted geometry (ωB97M-V/def2-TZVPD, the OMol25 dataset).

The geometry in XYZ format:
```
7
Properties=species:S:1:pos:R:3:forces:R:3
Sn -0.53164 0.67077 0.47847 2.058 -2.581 -1.384
O 0.60697 -1.53445 -0.60522 -0.994 1.786 1.119
H 0.16690 -1.94268 -1.35909 -0.197 0.392 -0.108
O 0.59050 -0.53479 2.74474 -0.610 1.393 -1.252
H 0.13417 -1.25922 3.18216 -0.204 -0.061 -0.286
O -0.64981 2.07665 -1.83048 -0.354 -0.803 1.877
H -0.31710 2.52374 -2.61058 0.301 -0.126 0.034
```
Positions in Å, forces in eV/Å.

Its net charge is -1.

Formally, the Mulliken partial charges of the atoms, in units of the elementary charge, are as follows: 1.092 -0.815 0.199 -0.905 0.169 -0.876 0.135

These records have Kohn-Sham gap values of 6.24, 8.03, 11.46, 6.81 eV, in the order they appear.
These records have E_HOMO values of -4.14, -7.29, -10.51, -4.61 eV, in the order they appear.
These records have ΔE to the lowest compared entry with this formula, charge and spin values of 0.00, 80.67, 57.42, 55.69 kcal per mole, in the order they appear.